(1)
103
Properties=species:S:1:pos:R:3 method="wB97M-V/def2-TZVPD" charge=0 gap_ev="4.6 / 4.5" e_homo_ev="-6.1490 / -6.1247" relative_energy_kcal_mol=30.5 energy_ev=-144760.054 lumo_energy_ev="-1.59 / -1.60"
Ti -1.628 -0.729 0.465
C 0.217 2.448 0.956
Sb 1.573 0.773 0.957
C 0.029 -0.883 1.719
C -0.173 -0.302 3.105
C -1.059 -0.845 4.050
C -1.185 -0.248 5.290
C -0.431 0.883 5.595
C 0.431 1.346 4.623
N 0.550 0.773 3.426
Si 1.089 -2.483 2.069
C 0.286 -3.765 3.170
C 1.623 -3.372 0.513
C 2.590 -1.933 3.065
C 2.201 0.939 -1.237
C 1.589 0.091 -2.306
C 1.290 0.556 -3.596
C 0.971 -0.342 -4.598
C 0.943 -1.700 -4.313
C 1.178 -2.072 -3.002
N 1.461 -1.216 -2.025
Si 4.008 0.233 -1.179
C 5.204 1.403 -0.323
C 4.592 -0.141 -2.923
C 4.199 -1.392 -0.274
Si 2.349 2.801 -1.650
C 0.711 3.568 -2.204
C 3.027 3.818 -0.206
C 3.536 3.180 -3.067
H -0.277 2.476 1.919
H -0.519 2.385 0.169
H 0.789 3.364 0.833
H -1.646 -1.717 3.812
H -1.867 -0.673 6.018
H -0.504 1.377 6.554
H 1.056 2.215 4.799
H -0.428 -4.404 2.653
H -0.210 -3.378 4.059
H 1.112 -4.398 3.516
H 0.943 -4.188 0.266
H 2.599 -3.828 0.698
H 1.703 -2.708 -0.347
H 2.278 -1.662 4.077
H 3.160 -1.098 2.662
H 3.261 -2.792 3.154
H 1.348 1.607 -3.833
H 0.763 0.018 -5.598
H 0.724 -2.442 -5.068
H 1.132 -3.120 -2.709
H 5.384 2.339 -0.848
H 6.161 0.879 -0.248
H 4.886 1.640 0.695
H 4.599 0.712 -3.600
H 3.976 -0.924 -3.373
H 5.613 -0.529 -2.861
H 3.828 -1.400 0.751
H 5.276 -1.585 -0.230
H 3.737 -2.215 -0.815
H 0.160 3.998 -1.368
H 0.067 2.845 -2.705
H 0.914 4.373 -2.915
H 3.097 3.293 0.747
H 2.402 4.701 -0.050
H 4.030 4.171 -0.450
H 3.286 2.716 -4.022
H 4.569 2.925 -2.832
H 3.494 4.265 -3.209
N -2.517 1.745 -2.962
C -2.049 1.778 -1.720
N -1.625 0.572 -1.391
C -1.928 -0.176 -2.491
N -2.470 0.500 -3.469
C -1.783 -1.622 -2.448
C -2.057 -2.428 -3.545
N -1.912 -3.742 -3.486
C -1.514 -4.247 -2.322
C -1.297 -3.456 -1.203
N -1.433 -2.129 -1.267
H -2.987 2.481 -3.463
H -2.052 2.655 -1.097
H -2.390 -1.986 -4.475
H -1.389 -5.320 -2.255
H -1.061 -3.887 -0.246
C -5.586 0.108 2.547
C -5.007 1.074 1.520
O -5.811 2.259 1.406
P -3.367 1.656 2.042
O -3.229 3.091 1.411
O -3.297 1.858 3.600
O -2.229 0.763 1.632
P -4.865 0.334 -0.188
O -6.161 -0.576 -0.360
O -4.941 1.521 -1.079
O -3.665 -0.580 -0.192
H -5.674 0.589 3.520
H -4.955 -0.780 2.643
H -6.576 -0.202 2.220
H -5.951 2.379 0.446
H -4.129 3.442 1.258
H -2.748 1.193 4.055
H -6.007 -1.488 -0.073
I -2.839 -2.817 1.728
I -4.561 -5.191 3.301

(2)
96
Properties=species:S:1:pos:R:3 method="wB97M-V/def2-TZVPD" charge=-1 gap_ev="7.4 / 6.7" spin_multiplicity=3 s_squared=2.01 e_homo_ev="-5.1601 / -5.1601" energy_ev=-68569.713 lumo_energy_ev="2.21 / 1.53"
C 7.548 1.352 -0.924
C 6.421 0.787 0.093
O 5.595 1.637 0.539
O 6.338 -0.573 0.539
C 5.056 -1.182 0.182
C 3.891 -0.921 1.303
C 2.422 -0.691 0.624
C 1.472 0.324 1.415
C 1.382 1.823 0.849
C -0.108 2.348 1.274
N -1.195 2.703 1.702
C 1.436 1.975 -0.751
C 0.824 3.457 -1.081
N 0.393 4.574 -1.296
N 2.805 1.932 -1.359
C 2.773 2.523 -2.546
O 2.715 2.670 -3.798
C 0.446 0.935 -1.535
O 0.896 0.011 -2.331
O -0.965 1.011 -1.432
P 2.572 3.010 1.798
N 3.432 2.218 2.916
O 1.621 4.163 2.677
O 3.582 3.915 0.761
H 7.227 2.428 -1.219
H 7.636 0.754 -1.897
H 8.528 1.458 -0.336
H 5.244 -2.325 0.139
H 4.679 -0.890 -0.871
H 3.838 -1.919 1.903
H 4.178 -0.115 2.066
H 1.910 -1.737 0.680
H 2.576 -0.484 -0.492
H 1.761 0.258 2.541
H 0.393 -0.112 1.369
H 4.430 2.389 2.728
H 1.603 4.939 2.045
H 4.127 4.562 1.276
C 2.527 -8.145 -0.565
C 1.703 -6.866 -0.235
C 0.255 -7.000 -0.772
C 0.140 -6.847 -2.281
C 0.785 -5.540 -2.736
C 2.246 -5.403 -2.253
N 2.406 -5.661 -0.784
O 1.928 -4.564 -0.118
C 3.133 -6.374 -3.070
C 2.773 -3.997 -2.661
C 1.616 -6.866 1.318
H 1.953 -8.867 -1.154
H 3.452 -7.932 -1.102
H 2.861 -8.664 0.339
H -0.385 -6.243 -0.300
H -0.165 -7.970 -0.476
H 0.600 -7.701 -2.787
H -0.914 -6.849 -2.570
H 0.744 -5.480 -3.828
H 0.187 -4.702 -2.359
H 4.165 -6.376 -2.700
H 3.175 -6.072 -4.123
H 2.765 -7.401 -3.074
H 2.156 -3.188 -2.261
H 2.766 -3.881 -3.749
H 3.803 -3.848 -2.316
H 2.606 -6.741 1.768
H 1.205 -7.816 1.677
H 0.961 -6.081 1.705
C -5.418 3.271 -0.524
C -4.806 4.365 0.399
C -4.470 3.775 1.792
C -5.689 3.530 2.668
C -6.526 4.802 2.789
C -6.914 5.385 1.411
N -5.745 5.533 0.484
O -5.020 6.619 0.903
C -7.996 4.479 0.775
C -7.656 6.734 1.637
C -3.454 4.717 -0.286
H -5.546 2.316 -0.005
H -6.384 3.557 -0.945
H -4.795 3.076 -1.402
H -3.793 4.454 2.326
H -3.917 2.836 1.675
H -6.290 2.709 2.264
H -5.366 3.215 3.664
H -7.427 4.586 3.372
H -5.958 5.544 3.361
H -8.238 4.804 -0.243
H -8.928 4.519 1.351
H -7.716 3.425 0.744
H -7.057 7.450 2.204
H -8.576 6.580 2.208
H -7.931 7.196 0.681
H -3.617 5.173 -1.268
H -2.854 3.813 -0.433
H -2.842 5.399 0.312

(3)
97
Properties=species:S:1:pos:R:3 method="wB97M-V/def2-TZVPD" charge=+1 gap_ev=8.5 e_homo_ev=-11.3483 energy_ev=-101309.756 lumo_energy_ev=-2.82
O -1.686 -5.238 1.538
C -0.944 -5.296 0.532
O -0.192 -6.500 0.347
C -0.832 -4.099 -0.515
C 0.327 -3.077 0.022
C 0.973 -2.427 -1.293
N 1.654 -1.107 -1.085
C 0.966 -0.179 -0.129
C -0.561 -0.648 0.199
O -1.272 0.366 0.966
C -2.603 0.343 0.448
O -3.014 1.381 -0.144
C -3.629 -0.854 0.599
C -3.836 -1.546 1.995
C -4.849 -2.689 2.197
C -5.696 -3.171 0.999
C -5.489 -2.529 -0.394
C -4.469 -1.381 -0.607
C -0.415 -2.037 1.008
H 0.582 -6.286 -0.241
H -0.660 -4.424 -1.598
H -1.852 -3.554 -0.501
H 1.076 -3.721 0.592
H 0.203 -2.418 -2.150
H 1.794 -3.161 -1.646
H 1.658 -0.625 -2.011
H 2.652 -1.217 -0.819
H 1.524 -0.276 0.879
H 1.008 0.924 -0.410
H -1.143 -0.764 -0.793
H -3.199 -1.177 2.868
H -4.975 -3.165 3.223
H -6.454 -4.009 1.163
H -6.132 -2.917 -1.250
H -4.312 -0.895 -1.630
H -1.401 -2.483 1.359
H 0.268 -1.828 1.899
C -2.566 4.162 2.197
C -1.599 3.074 2.666
C -0.971 3.553 3.976
S -2.170 4.641 4.738
O -1.622 5.978 4.770
O -2.715 4.001 5.914
C -3.375 4.555 3.425
H -3.210 3.811 1.388
H -2.001 5.024 1.829
H -2.153 2.145 2.841
H -0.834 2.863 1.916
H -0.759 2.721 4.649
H -0.060 4.127 3.797
H -3.879 5.515 3.319
H -4.097 3.778 3.686
C 7.768 -0.361 -0.111
C 7.748 -1.743 -0.769
C 6.284 -2.116 -1.007
S 5.400 -0.572 -1.202
O 4.475 -0.426 -0.093
O 4.976 -0.435 -2.579
C 6.801 0.494 -0.918
H 8.771 0.069 -0.102
H 7.424 -0.441 0.925
H 8.278 -1.698 -1.726
H 8.250 -2.491 -0.152
H 6.163 -2.718 -1.909
H 5.861 -2.642 -0.149
H 6.482 1.395 -0.393
H 7.223 0.756 -1.891
C -1.414 10.406 0.812
C -1.299 10.408 2.338
C -1.619 8.993 2.825
S -1.166 7.891 1.491
O -2.365 7.262 0.985
O 0.001 7.129 1.878
C -0.667 9.164 0.344
H -0.996 11.314 0.373
H -2.467 10.342 0.521
H -0.277 10.674 2.626
H -1.968 11.142 2.793
H -1.048 8.735 3.717
H -2.686 8.868 3.018
H -0.921 8.868 -0.674
H 0.413 9.294 0.440
C -0.731 -6.353 -5.131
C 0.595 -6.769 -5.772
C 1.600 -6.996 -4.641
S 0.641 -7.481 -3.210
O 0.763 -6.449 -2.200
O 0.889 -8.872 -2.920
C -0.959 -7.328 -3.983
H -1.554 -6.378 -5.848
H -0.650 -5.331 -4.744
H 0.453 -7.699 -6.331
H 0.957 -6.016 -6.475
H 2.309 -7.787 -4.885
H 2.137 -6.078 -4.393
H -1.691 -6.975 -3.257
H -1.245 -8.314 -4.356

(4)
109
Properties=species:S:1:pos:R:3 method="wB97M-V/def2-TZVPD" charge=-1 gap_ev=4.5 e_homo_ev=-3.7722 energy_ev=-89902.944 lumo_energy_ev=0.72
Rb 0.903 -3.469 3.555
C 0.104 1.042 0.913
C 0.588 -0.216 1.520
C 1.436 -1.234 0.561
O 1.805 -2.311 1.028
C 1.761 -0.735 -0.780
C 1.286 0.399 -1.237
C 0.457 1.354 -0.385
O -0.046 2.454 -0.807
O 1.709 0.630 -2.428
O 0.407 -0.562 2.723
H -0.314 1.732 1.631
H 2.294 -1.422 -1.422
C 4.788 -0.182 1.137
O 6.119 0.236 1.292
C 7.048 -0.281 0.590
O 6.859 -0.913 -0.470
O 8.244 -0.020 1.170
C 9.603 -0.176 0.590
H 4.448 -0.332 0.112
H 4.109 0.491 1.660
H 4.680 -1.116 1.689
H 9.763 -1.252 0.530
H 10.386 0.148 1.276
H 9.744 0.282 -0.389
C -1.849 1.016 -3.025
O -2.593 0.620 -4.212
C -3.928 0.272 -4.060
O -4.602 -0.192 -4.953
O -4.345 0.420 -2.777
C -5.648 0.242 -2.516
H -2.281 1.807 -2.412
H -0.791 1.195 -3.216
H -1.793 0.028 -2.568
H -5.855 0.648 -1.526
H -6.036 -0.752 -2.740
H -6.320 0.890 -3.079
C 1.013 2.190 4.269
O 0.388 2.925 5.341
C 0.661 4.214 5.544
O 1.386 5.021 4.942
O -0.163 4.559 6.545
C -0.027 5.807 7.257
H 0.904 2.588 3.260
H 0.751 1.133 4.314
H 2.099 2.278 4.315
H -0.674 6.565 6.816
H 0.943 6.304 7.292
H -0.487 5.656 8.233
C -3.976 -6.280 1.581
O -2.791 -6.457 0.864
C -1.783 -5.490 1.078
O -1.742 -4.667 2.027
O -0.915 -5.601 0.124
C 0.175 -4.784 0.028
H -3.797 -6.469 2.640
H -4.625 -7.089 1.247
H -4.485 -5.331 1.412
H 0.667 -4.959 -0.929
H 0.762 -4.967 0.927
H -0.100 -3.746 0.216
C 1.493 -3.591 -3.743
O 2.171 -4.398 -2.773
C 3.310 -4.015 -2.158
O 3.966 -3.010 -2.452
O 3.641 -4.846 -1.259
C 4.464 -4.498 -0.099
H 1.014 -2.769 -3.211
H 0.754 -4.170 -4.296
H 2.181 -3.299 -4.537
H 5.454 -4.247 -0.480
H 4.520 -5.301 0.636
H 4.120 -3.578 0.374
C -3.616 2.258 0.056
O -4.978 2.545 -0.215
C -5.815 2.750 0.740
O -5.560 2.820 1.922
O -7.021 2.763 0.179
C -8.214 2.791 0.944
H -3.486 1.202 -0.178
H -3.354 2.473 1.092
H -2.999 2.879 -0.593
H -9.136 2.821 0.364
H -8.202 3.730 1.497
H -8.257 1.847 1.486
C 3.617 -1.703 -8.841
O 2.359 -1.467 -8.179
C 2.342 -1.145 -6.965
O 3.286 -1.001 -6.172
O 1.038 -0.788 -6.700
C 0.618 -0.359 -5.466
H 3.404 -1.624 -9.907
H 4.014 -2.697 -8.633
H 4.335 -0.928 -8.574
H 0.778 -1.022 -4.615
H -0.439 -0.106 -5.387
H 1.053 0.586 -5.140
C -2.547 1.414 3.593
O -2.815 2.654 4.152
C -2.493 3.760 3.623
O -2.033 3.840 2.477
O -2.728 4.761 4.539
C -2.356 6.071 4.129
H -1.953 0.895 4.346
H -1.991 1.438 2.656
H -3.476 0.852 3.490
H -2.675 6.228 3.098
H -1.272 6.176 4.174
H -2.842 6.870 4.689